Molecular formula: C19H41AsBF4IrN3O3Si3
Method: DFT, the ωB97M-V functional and the def2-TZVPD basis

Results
Energy relative to the best compared isomer or geometry (same formula, charge and spin) in kJ/mol: 0.00
LUMO level (spin up / spin down) in eV: -2.255 / -6.261
Gap between HOMO and LUMO (spin up / spin down) in eV: 9.4597 / 5.8944
HOMO energy (spin up / spin down) in eV: -11.715 / -12.156

```
! RIJCOSX wB97M-V def2-TZVPD def2/J DEFGRID3
* xyz 1 5
Ir 0.51 0.66 0.84
C -0.21 3.39 -1.39
O -0.83 2.78 -0.26
C -1.10 3.71 0.76
C 0.09 3.69 1.69
O 0.15 2.35 2.22
C -0.31 2.07 3.55
C -1.11 0.82 3.51
O -0.40 -0.32 3.10
C 0.27 -0.94 4.23
H -0.94 4.01 -1.93
H 0.14 2.67 -2.11
H 0.66 3.99 -1.13
H -2.01 3.37 1.28
H -1.21 4.73 0.39
H -0.01 4.41 2.49
H 1.03 3.86 1.13
H -1.02 2.87 3.80
H 0.58 2.03 4.19
H -1.98 0.87 2.86
H -1.46 0.61 4.50
H -0.44 -1.08 5.04
H 1.09 -0.28 4.57
H 0.71 -1.89 3.97
N 2.27 1.94 0.08
C 3.40 2.10 -0.19
C 4.78 2.16 -0.41
C 5.25 1.14 -1.32
N 5.56 0.37 -2.11
C 5.58 2.89 0.50
N 6.16 3.48 1.30
C 2.24 -2.02 -2.23
Si 0.76 -1.11 -2.77
C -0.35 -2.09 -3.89
C 1.31 0.50 -3.53
As -0.61 -0.82 -0.95
Si -2.77 -0.04 -1.43
C -3.70 -1.49 -2.10
C -2.78 1.35 -2.69
C -3.54 0.55 0.18
Si -0.79 -2.92 0.19
C -1.26 -4.46 -0.74
C 0.87 -3.29 0.94
C -2.19 -2.68 1.47
H 3.05 -1.73 -2.88
H 2.07 -3.12 -2.17
H 2.59 -1.71 -1.23
H 0.17 -2.56 -4.72
H -1.04 -1.41 -4.44
H -0.96 -2.82 -3.40
H 2.01 0.24 -4.31
H 1.76 1.14 -2.81
H 0.40 0.94 -3.96
H -3.42 -1.92 -3.03
H -4.76 -1.23 -2.18
H -3.65 -2.32 -1.41
H -1.97 1.27 -3.39
H -2.75 2.31 -2.15
H -3.75 1.25 -3.21
H -3.81 -0.33 0.72
H -4.36 1.22 0.01
H -2.72 1.03 0.72
H -0.50 -4.65 -1.52
H -2.28 -4.43 -1.10
H -1.12 -5.27 -0.03
H 1.63 -3.53 0.20
H 0.75 -4.12 1.59
H 1.32 -2.49 1.53
H -3.08 -3.00 0.95
H -2.29 -1.73 2.04
H -2.10 -3.37 2.30
F 3.42 -1.37 2.94
B 3.35 -0.35 2.06
F 4.48 0.45 2.05
F 2.22 0.46 2.46
F 2.98 -0.78 0.78
*
```


Molecular formula: C19H41Cl2N5O7S
Method: DFT, the ωB97M-V functional and the def2-TZVPD basis

Results
LUMO level in eV: 0.276
Gap between HOMO and LUMO in eV: 8.7964
SMILES: C[C@@H](Cl)[C@H](Cl)[C@@H]1CCS(=O)(=O)O[C@H]1N.CN(C)C=O.CN(C)C=O.CN(C)C=O.CN(C)C=O
HOMO energy in eV: -8.520

```
! RIJCOSX wB97M-V def2-TZVPD def2/J DEFGRID3
* xyz 0 1
C -2.30 -2.29 -1.65
C -2.20 -0.65 -1.63
Cl -0.43 -0.23 -2.16
C -3.20 0.12 -2.68
Cl -3.15 1.94 -2.20
C -4.77 -0.33 -2.61
C -5.33 -0.65 -1.10
C -6.88 -1.24 -1.31
S -6.68 -2.90 -2.17
O -7.95 -3.40 -2.91
O -6.41 -3.94 -1.02
O -5.27 -2.86 -3.12
C -5.02 -1.53 -3.70
N -6.10 -1.10 -4.71
H -2.88 -2.63 -0.68
H -2.70 -2.75 -2.64
H -1.18 -2.70 -1.52
H -2.31 -0.21 -0.55
H -2.81 0.10 -3.81
H -5.40 0.61 -2.99
H -4.75 -1.52 -0.54
H -5.36 0.34 -0.44
H -7.47 -0.53 -2.04
H -7.41 -1.42 -0.28
H -4.03 -1.62 -4.36
H -6.01 -1.69 -5.59
H -5.77 -0.15 -5.05
C 2.61 -1.21 0.71
O 1.54 -1.37 0.12
N 3.74 -0.65 0.16
C 4.97 -0.50 0.92
C 3.71 -0.21 -1.22
H 2.74 -1.52 1.76
H 5.23 0.56 0.96
H 5.76 -1.06 0.42
H 4.85 -0.88 1.94
H 2.93 0.55 -1.33
H 3.47 -1.06 -1.86
H 4.68 0.21 -1.51
C -3.58 1.18 1.60
O -3.05 0.14 1.23
N -3.92 1.49 2.90
C -4.54 2.75 3.26
C -3.64 0.52 3.94
H -3.83 1.99 0.89
H -3.89 3.27 3.97
H -5.51 2.54 3.72
H -4.69 3.38 2.38
H -2.57 0.32 3.96
H -4.17 -0.41 3.72
H -3.96 0.90 4.92
C 3.12 0.90 3.82
O 4.24 0.43 4.01
N 2.15 1.05 4.78
C 0.85 1.62 4.47
C 2.42 0.64 6.14
H 2.81 1.25 2.83
H 0.70 2.52 5.08
H 0.08 0.89 4.71
H 0.78 1.89 3.42
H 3.28 1.19 6.52
H 2.66 -0.43 6.15
H 1.55 0.82 6.79
C 7.87 1.56 -1.51
O 6.78 1.42 -0.98
N 8.32 0.87 -2.62
C 9.63 1.10 -3.18
C 7.45 -0.11 -3.24
H 8.61 2.28 -1.12
H 9.52 1.43 -4.22
H 10.20 0.16 -3.16
H 10.18 1.86 -2.62
H 6.53 0.39 -3.56
H 7.20 -0.88 -2.50
H 7.94 -0.57 -4.10
*
```


Molecular formula: C19H41N2O3PbS
Method: DFT, the ωB97M-V functional and the def2-TZVPD basis

Results
Energy relative to the best compared isomer or geometry (same formula, charge and spin) in kJ/mol: 37.10
LUMO level in eV: -2.153
Gap between HOMO and LUMO in eV: 8.2750
HOMO energy in eV: -10.428

```
! RIJCOSX wB97M-V def2-TZVPD def2/J DEFGRID3
* xyz 1 1
Pb -0.09 -0.19 0.68
C -1.52 -0.21 2.92
C -2.04 0.90 2.19
C -1.03 1.87 2.08
C 0.15 1.36 2.75
C -0.19 0.10 3.29
C 0.65 -0.67 4.28
C 1.34 2.18 3.13
C -1.22 3.29 1.61
C -3.47 1.06 1.75
C -2.35 -1.35 3.46
H 0.39 -1.73 4.31
H 0.50 -0.28 5.29
H 1.72 -0.58 4.07
H 1.60 2.93 2.38
H 2.23 1.57 3.29
H 1.15 2.72 4.07
H -1.77 3.36 0.67
H -0.26 3.79 1.47
H -1.77 3.86 2.37
H -3.57 1.83 0.98
H -4.11 1.37 2.59
H -3.90 0.13 1.37
H -2.84 -1.05 4.39
H -1.75 -2.23 3.68
H -3.14 -1.65 2.77
N 2.04 -1.82 1.23
C 3.38 -1.19 1.21
C 3.88 -0.91 -0.21
C 3.21 0.22 -0.98
N 1.81 -0.09 -1.34
H 1.85 -2.18 2.16
H 2.00 -2.60 0.59
H 4.11 -1.82 1.72
H 3.32 -0.24 1.76
H 3.82 -1.84 -0.80
H 4.94 -0.66 -0.13
H 3.81 0.44 -1.86
H 3.21 1.12 -0.35
H 1.73 -1.03 -1.72
H 1.47 0.55 -2.04
C -2.01 -3.19 -2.05
C -1.49 -4.43 -1.30
C -0.20 -3.92 -0.64
O 0.08 -2.62 -1.20
C -0.73 -2.47 -2.38
H -2.62 -2.57 -1.39
H -2.59 -3.44 -2.93
H -1.26 -5.22 -2.01
H -2.20 -4.81 -0.57
H 0.64 -4.59 -0.82
H -0.31 -3.80 0.44
H -0.23 -2.93 -3.24
H -0.86 -1.40 -2.57
C -0.07 2.94 -3.87
S -0.07 2.83 -2.09
C 0.56 4.45 -1.75
O -1.53 2.82 -1.68
H -0.60 3.84 -4.16
H -0.59 2.05 -4.23
H 0.96 2.94 -4.23
H -0.04 5.18 -2.30
H 1.61 4.49 -2.06
H 0.48 4.61 -0.68
O -2.11 0.37 -1.35
H -2.94 0.29 -0.88
H -2.03 1.33 -1.55
*
```


Molecular formula: C19H41O29S9
Method: DFT, the ωB97M-V functional and the def2-TZVPD basis

Results
LUMO level in eV: -4.126
Gap between HOMO and LUMO in eV: 8.1999
HOMO energy in eV: -12.326

```
! RIJCOSX wB97M-V def2-TZVPD def2/J DEFGRID3
* xyz 1 1
C -1.74 -1.93 0.85
O -2.56 -1.85 -0.33
C -2.75 -3.16 -0.89
C -2.12 -3.27 -2.37
C -0.96 -2.22 -2.45
C 0.05 -2.46 -3.65
S 1.02 -0.87 -3.83
S 0.00 0.40 -5.13
H -2.04 -2.78 1.52
H -1.76 -0.96 1.43
H -0.65 -2.10 0.59
H -2.38 -3.98 -0.23
H -3.86 -3.28 -1.04
H -2.94 -2.96 -3.07
H -1.80 -4.34 -2.49
H -0.34 -2.11 -1.52
H -1.44 -1.21 -2.62
H 0.76 -3.31 -3.48
H -0.46 -2.65 -4.63
H 0.96 -0.22 -2.61
H -1.07 0.83 -4.38
C 1.54 4.09 -1.17
C 0.59 4.26 -2.34
O -0.20 3.06 -2.35
S -0.39 2.55 -0.83
O -1.65 3.00 -0.36
O 0.01 1.17 -0.77
O 0.76 3.45 -0.15
H 2.37 3.43 -1.42
H 1.92 5.04 -0.81
H 1.12 4.38 -3.29
H -0.08 5.11 -2.19
C 4.83 -2.22 -5.45
C 3.94 -1.50 -6.45
O 4.84 -0.81 -7.32
S 6.20 -1.68 -7.46
O 6.12 -2.44 -8.65
O 7.30 -0.83 -7.16
O 5.95 -2.67 -6.21
H 5.19 -1.54 -4.68
H 4.32 -3.06 -4.98
H 3.26 -0.80 -5.97
H 3.36 -2.21 -7.05
C -0.44 6.92 3.47
C 0.73 7.64 2.84
O 1.32 6.68 1.95
S 0.17 5.72 1.37
O -0.21 6.21 0.08
O 0.55 4.37 1.59
O -0.99 6.12 2.41
H -0.12 6.25 4.27
H -1.19 7.61 3.86
H 1.45 7.98 3.58
H 0.39 8.49 2.24
C -6.98 -4.36 -0.23
C -7.36 -4.62 1.22
O -7.05 -6.00 1.44
S -5.78 -6.42 0.54
O -4.62 -6.35 1.35
O -6.13 -7.56 -0.22
O -5.79 -5.13 -0.44
H -7.75 -4.74 -0.91
H -6.80 -3.31 -0.42
H -8.41 -4.42 1.42
H -6.74 -4.02 1.90
C 0.50 -7.27 -6.47
C -0.73 -6.52 -6.03
O -0.22 -5.35 -5.36
S 1.17 -4.91 -6.06
O 0.89 -3.87 -6.99
O 2.16 -4.78 -5.04
O 1.44 -6.26 -6.88
H 0.95 -7.83 -5.64
H 0.29 -7.96 -7.29
H -1.36 -7.10 -5.36
H -1.32 -6.18 -6.88
C 1.83 6.18 8.60
C 1.57 5.24 7.44
O 1.79 6.04 6.26
S 2.94 7.13 6.58
O 4.18 6.63 6.10
O 2.44 8.42 6.23
O 2.94 6.99 8.19
H 0.97 6.84 8.77
H 2.06 5.65 9.51
H 0.56 4.84 7.44
H 2.28 4.43 7.43
C 0.68 -0.32 7.79
C 0.17 0.18 6.46
O 0.30 1.60 6.52
S 1.58 1.98 7.43
O 2.68 2.23 6.57
O 1.17 2.89 8.44
O 1.79 0.53 8.11
H -0.07 -0.19 8.58
H 1.00 -1.36 7.75
H -0.86 -0.10 6.27
H 0.79 -0.18 5.63
*
```


Molecular formula: C19H41O3PSb
Method: DFT, the ωB97M-V functional and the def2-TZVPD basis

Results
LUMO level in eV: 2.776
Gap between HOMO and LUMO in eV: 5.8614
HOMO energy in eV: -3.086

```
! RIJCOSX wB97M-V def2-TZVPD def2/J DEFGRID3
* xyz -1 1
C 0.02 -2.75 1.89
C -0.91 -2.13 2.61
C -1.60 -1.19 3.72
C -1.35 0.39 3.53
C 0.02 0.82 2.80
Sb -0.31 1.86 0.83
C 1.52 0.93 -0.05
C 2.79 0.86 0.95
C 4.23 1.06 0.21
C 4.31 2.38 -0.73
C 5.69 3.20 -0.42
C 6.92 2.30 -0.98
C -1.47 0.17 -0.01
C -3.05 0.16 0.44
C -4.08 0.01 -0.80
C -4.14 -1.54 -1.29
C -3.10 -1.65 -2.56
C -3.55 -2.86 -3.53
C -2.97 -4.31 -3.06
O -2.49 -4.25 -1.69
C -1.42 -5.21 -1.44
P 1.02 3.87 1.58
O 1.40 4.82 0.15
O 0.11 4.83 2.71
H 0.88 -3.12 1.20
H -1.33 -1.53 4.79
H -2.75 -1.36 3.61
H -2.23 0.95 3.00
H -1.33 0.85 4.61
H 0.50 1.65 3.47
H 0.82 -0.01 2.73
H -0.58 2.71 -0.71
H -1.72 2.66 1.49
H 1.75 1.44 -1.06
H 1.24 -0.18 -0.31
H 2.81 -0.22 1.39
H 2.75 1.57 1.85
H 5.01 1.22 1.06
H 4.55 0.10 -0.34
H 3.41 3.07 -0.50
H 4.34 2.01 -1.82
H 5.62 4.24 -0.96
H 5.73 3.35 0.73
H 7.66 2.10 -0.11
H 6.52 1.27 -1.37
H 7.47 2.78 -1.88
H -1.51 0.34 -1.17
H -0.97 -0.87 0.12
H -3.28 1.19 0.94
H -3.22 -0.62 1.28
H -3.86 0.77 -1.64
H -5.14 0.25 -0.37
H -3.79 -2.23 -0.43
H -5.22 -1.84 -1.60
H -2.05 -1.76 -2.11
H -3.25 -0.66 -3.15
H -3.17 -2.59 -4.60
H -4.70 -2.90 -3.60
H -3.84 -5.07 -3.08
H -2.16 -4.60 -3.84
H -1.89 -6.11 -0.88
H -0.87 -5.56 -2.39
H -0.67 -4.72 -0.70
H 1.35 4.22 -0.65
H -0.42 5.45 2.14
*
```


Molecular formula: C19H42AlNO2P3Se
Method: DFT, the ωB97M-V functional and the def2-TZVPD basis

Results
Energy relative to the best compared isomer or geometry (same formula, charge and spin) in kJ/mol: 173.57
LUMO level (spin up / spin down) in eV: -8.282 / -8.282
Gap between HOMO and LUMO (spin up / spin down) in eV: 6.1706 / 6.1719
HOMO energy (spin up / spin down) in eV: -14.452 / -14.454

```
! RIJCOSX wB97M-V def2-TZVPD def2/J DEFGRID3
* xyz 3 1
Al -2.58 2.35 -0.88
P -1.73 -2.91 1.11
P 2.27 -0.63 1.93
P 1.85 -0.84 -2.04
H -3.24 1.92 -3.29
C -2.52 1.52 -2.57
C -2.89 0.53 -1.52
H -3.93 0.19 -1.51
C -3.06 -1.72 1.39
C -1.23 -3.66 2.68
C -2.41 -4.23 0.08
C 3.55 0.69 2.05
C 1.23 -0.06 3.33
C 3.18 -2.00 2.75
C 0.97 -0.53 -3.57
C 1.33 -2.33 -1.21
C 3.63 -0.63 -1.93
H -1.53 1.42 -2.99
H -2.11 -0.21 -1.32
H -3.00 -0.91 0.66
H -2.99 -1.31 2.41
H -4.04 -2.21 1.28
H -0.99 -2.90 3.42
H -0.34 -4.29 2.54
H -2.00 -4.32 3.13
H -2.95 -3.82 -0.78
H -3.12 -4.88 0.62
H -1.61 -4.88 -0.30
H 4.17 0.52 2.95
H 3.07 1.67 2.12
H 4.19 0.67 1.16
H 1.80 -0.14 4.27
H 0.33 -0.67 3.41
H 0.96 0.99 3.17
H 3.72 -1.63 3.64
H 3.90 -2.44 2.04
H 2.48 -2.79 3.06
H 1.42 -1.15 -4.36
H 1.02 0.52 -3.88
H -0.09 -0.80 -3.46
H 2.00 -3.15 -1.48
H 0.30 -2.59 -1.49
H 1.38 -2.20 -0.12
H 4.10 -1.48 -2.45
H 3.94 -0.63 -0.87
H 3.97 0.30 -2.40
C 1.16 2.32 -2.02
C 0.15 3.16 -2.49
C 0.30 3.78 -3.74
C 1.54 3.75 -4.39
C 2.62 3.10 -3.78
C 2.43 2.45 -2.56
Se 1.09 0.70 -0.59
H -0.69 -2.08 0.53
H -0.83 3.26 -1.96
H -0.52 4.35 -4.17
H 1.68 4.26 -5.34
H 3.59 3.04 -4.28
H 3.29 2.04 -2.03
N -2.34 1.61 3.47
C -3.33 2.56 2.77
C -3.01 2.53 1.35
O -3.80 2.97 0.41
O -1.91 1.97 0.96
H -2.46 0.62 3.17
H -2.48 1.63 4.49
H -1.34 1.84 3.29
H -4.36 2.21 2.91
H -3.20 3.57 3.17
*
```